C37H29ClFeN8O as an isolated structure. Source: the OMol25 dataset; level of theory: wB97M-V/def2-TZVPD.

Summary:
total charge	+1
E_HOMO (alpha / beta)	-8.83 / -9.22	eV
multiplicity	2
LUMO energy (alpha / beta)	-4.805 / -4.790	eV
largest force on an atom	0.0021	hartree/bohr
calculated total energy	-99710.842	eV
orbital gap (alpha / beta)	4.0 / 4.4	eV
energy above the lowest of the compared OMol25 structures with the same formula, charge and spin	190.1	kJ/mol
M	692.99	g/mol

Each line ends with the Mulliken charge.
CARTESIAN COORDINATES (ANGSTROEM)
Fe 0.06080 0.16654 0.33459  0.244
Cl 6.40581 2.63972 -1.70042  -0.226
C 4.82658 1.93043 -1.56299  0.190
C 3.85684 2.23350 -2.54019  -0.766
C 2.60140 1.69452 -2.43585  -0.583
C 2.24071 0.83986 -1.37304  -0.074
O 1.02200 0.39600 -1.30194  0.017
C 3.24962 0.50197 -0.40013  1.311
C 3.05614 -0.37511 0.65825  -1.717
N 1.85884 -1.14255 0.86146  0.370
C 1.53917 -1.59362 2.16283  0.321
C 1.85744 -1.17508 3.41916  -0.190
C 1.25325 -1.85656 4.51667  -0.975
C 0.38156 -2.90362 4.37277  -1.004
C 0.08689 -3.38367 3.06817  1.024
C -0.72214 -4.46796 2.66539  -0.684
C -0.83796 -4.79497 1.32736  -1.013
C -0.15422 -4.07319 0.34718  0.338
N 0.60553 -3.05729 0.72922  0.210
C 0.71004 -2.70791 2.03320  -0.191
C 4.54253 1.09519 -0.52972  -1.457
H 4.11280 2.89683 -3.35467  0.445
H 1.83176 1.92823 -3.16079  0.527
H 3.85756 -0.62578 1.34110  0.549
H 2.53623 -0.35191 3.59278  0.578
H 1.49699 -1.51518 5.51376  0.442
H -0.06075 -3.37757 5.23788  0.497
H -1.25151 -5.05245 3.40756  0.510
H -1.45786 -5.62221 1.01477  0.490
H -0.20835 -4.29858 -0.70882  0.333
H 5.30614 0.86106 0.20114  0.448
C -0.45112 5.54461 -3.77254  -1.701
C -0.76260 4.35801 -2.90278  0.270
C -1.75560 3.44517 -3.24578  -0.922
C -2.01665 2.33737 -2.46366  -0.584
C -1.30309 2.07465 -1.28673  0.716
N -1.50549 0.96893 -0.48283  -0.315
C -1.92028 -0.24579 -0.98123  0.567
C -1.81558 -0.71196 -2.31247  -0.861
C -2.21781 -1.98146 -2.66505  -1.348
C -2.73966 -2.88872 -1.73276  0.506
C -3.23865 -4.24243 -2.15731  -1.796
C -2.77880 -2.48218 -0.41055  -0.260
C -2.35845 -1.20875 -0.04478  0.410
N -2.34946 -0.84646 1.33391  0.605
C -3.31600 -0.90405 2.26758  -0.055
C -2.78739 -0.39689 3.43462  -1.497
C -1.47526 -0.03339 3.10545  -0.497
N -1.21760 -0.31551 1.83576  0.349
C -0.38422 3.05883 -0.89161  0.141
C -0.09321 4.14452 -1.70871  -0.493
N 0.25092 3.02776 0.39460  -0.275
C 0.59700 4.11682 1.11331  -0.042
C 1.22279 3.69365 2.26137  -1.614
C 1.19919 2.30163 2.17431  -0.322
N 0.61165 1.90523 1.05348  1.231
H -0.40614 5.26100 -4.82422  0.399
H 0.50525 5.99165 -3.50297  0.359
H -1.21787 6.31555 -3.67423  0.327
H -2.32995 3.59699 -4.15232  0.450
H -2.80225 1.65613 -2.76109  0.611
H -1.39436 -0.05515 -3.05894  0.718
H -2.12643 -2.28780 -3.70123  0.423
H -4.22172 -4.16737 -2.62568  0.422
H -3.33788 -4.91788 -1.30617  0.329
H -2.57200 -4.70342 -2.88796  0.408
H -3.14443 -3.15112 0.36158  0.510
H -4.29726 -1.27663 2.02715  0.548
H -3.28710 -0.27964 4.37943  0.483
H -0.72290 0.43257 3.72005  0.548
H 0.68897 4.83135 -1.41017  0.451
H 0.35615 5.10411 0.76345  0.589
H 1.62301 4.30336 3.05084  0.464
H 1.57513 1.56996 2.86904  0.358
N 1.97347 -2.37382 -1.18477  -0.555
C 1.52687 -2.20167 -0.04382  0.640
H 1.61296 -3.17641 -1.69025  0.340